This record from the Open Molecules 2025 dataset describes a 2-piece molecular cluster, C4H10O2 overall. The level of theory is ωB97M-V/def2-TZVPD.

Computed properties:
Energy above the lowest of the compared OMol25 structures with the same formula, charge and spin   30.5 kcal per mole
Kohn-Sham gap   11.0909 eV
SMILES   CC(=O)[C@@H](C)O.[H][H]
Energy   -308.849509 hartree
LUMO energy   0.850 eV

Structure (ORCA input):
```
! wB97M-V def2-TZVPD RIJCOSX def2/J DEFGRID3
* xyz 0 1
C -1.907 -0.976 -0.288
C -1.043 0.206 0.068
O -1.375 1.350 -0.175
C 0.283 -0.039 0.788
C 1.263 -0.830 -0.080
O 0.847 1.192 1.153
H -1.433 -1.581 -1.069
H -2.048 -1.622 0.586
H -2.875 -0.620 -0.646
H 0.056 -0.628 1.692
H 1.441 -0.312 -1.028
H 0.906 -1.845 -0.287
H 2.218 -0.901 0.449
H 0.217 1.866 0.839
H 1.630 2.070 -0.934
H 1.657 2.303 -1.640
*
```

***

This record from the Open Molecules 2025 dataset describes C4H10O2PPtS6 as an isolated structure. The level of theory is ωB97M-V/def2-TZVPD.

Computed properties:
Kohn-Sham gap (spin up / spin down)   5.3947 / 5.4158 eV
<S²>   3.86
Energy   -3158.767607 hartree
LUMO energy (spin up / spin down)   5.143 / 4.972 eV

Structure (ORCA input):
```
! wB97M-V def2-TZVPD RIJCOSX def2/J DEFGRID3
* xyz -2 4
Pt 2.330 2.259 -1.073
C -3.329 0.467 1.313
C -2.091 -0.394 1.075
O -1.726 -0.388 -0.278
P -0.161 0.023 -0.800
S 2.606 0.499 -2.404
S 0.266 1.630 0.361
O 0.713 -1.120 0.067
C 0.933 -2.400 -0.455
C -0.176 -3.374 -0.056
H -3.556 0.517 2.377
H -4.181 0.045 0.783
H -3.155 1.473 0.945
H -2.315 -1.434 1.362
H -1.262 -0.026 1.695
H 1.899 -2.740 -0.056
H 1.014 -2.358 -1.548
H -0.237 -3.444 1.029
H 0.014 -4.362 -0.476
H -1.124 -2.997 -0.432
S 3.226 3.485 0.781
S 4.532 4.867 0.300
S 3.698 5.439 -2.213
S 2.081 4.331 -2.298
*
```

***

This record from the Open Molecules 2025 dataset describes a 2-piece molecular cluster, C4H10O2S overall in a non-equilibrium geometry. The level of theory is ωB97M-V/def2-TZVPD.

Computed properties:
Energy above the lowest of the compared OMol25 structures with the same formula, charge and spin   30.5 kcal per mole
Kohn-Sham gap   9.7443 eV
SMILES   O=CCCCS.O
Energy   -707.044760 hartree
LUMO energy   0.678 eV

Structure (ORCA input):
```
! wB97M-V def2-TZVPD RIJCOSX def2/J DEFGRID3
* xyz 0 1
O 0.774 -1.053 -1.460
C 0.109 -0.046 -1.506
C 0.587 1.273 -0.939
C 0.160 1.424 0.547
C 0.293 0.169 1.409
S 1.124 0.592 3.002
H -0.887 -0.083 -1.987
H 1.653 1.323 -1.143
H 0.001 2.030 -1.466
H -0.855 1.799 0.580
H 0.826 2.171 0.980
H -0.586 -0.387 1.700
H 0.970 -0.533 0.935
H 1.315 -0.671 3.398
O -2.157 -2.494 -1.180
H -2.059 -3.373 -1.556
H -1.268 -2.140 -1.312
*
```

***

This record from the Open Molecules 2025 dataset describes a 2-piece molecular cluster, C4H10O2S2 overall in a non-equilibrium geometry. The level of theory is ωB97M-V/def2-TZVPD.

Computed properties:
Energy above the lowest of the compared OMol25 structures with the same formula, charge and spin   31.5 kcal per mole
Kohn-Sham gap   8.9912 eV
SMILES   CSSCCC=O.O
Energy   -1105.230801 hartree
LUMO energy   0.497 eV

Structure (ORCA input):
```
! wB97M-V def2-TZVPD RIJCOSX def2/J DEFGRID3
* xyz 0 1
C -1.322 1.919 1.529
S 0.468 1.621 1.714
S 0.731 -0.333 1.923
C 0.169 -1.178 0.405
C 1.072 -1.123 -0.826
C 2.512 -0.644 -0.674
O 2.839 0.463 -1.019
H -1.845 1.670 2.453
H -1.698 1.279 0.745
H -1.427 2.971 1.318
H -0.074 -2.172 0.768
H -0.782 -0.786 0.065
H 0.669 -0.442 -1.572
H 1.070 -2.104 -1.321
H 3.171 -1.307 -0.080
O -2.063 0.340 -1.642
H -1.133 0.148 -1.501
H -2.356 -0.322 -2.285
*
```

***

This record from the Open Molecules 2025 dataset describes an isolated molecule of C4H10O2Si2 in a non-equilibrium geometry. The level of theory is ωB97M-V/def2-TZVPD.

Computed properties:
Energy above the lowest of the compared OMol25 structures with the same formula, charge and spin   73.1 kcal per mole
Kohn-Sham gap (spin up / spin down)   7.8593 / 7.8584 eV
SMILES   C=C(C)/C(O[SiH3])=[SiH]\O
Energy   -887.762346 hartree
LUMO energy (spin up / spin down)   0.094 / 0.094 eV

Structure (ORCA input):
```
! wB97M-V def2-TZVPD RIJCOSX def2/J DEFGRID3
* xyz 0 1
C 0.924 2.262 0.278
C 0.091 1.309 -0.184
C -1.368 1.658 -0.389
C 0.422 -0.080 -0.270
O -0.825 -1.092 -0.671
Si -1.730 -2.105 0.246
Si 1.884 -1.042 -0.256
O 3.429 -0.746 0.122
H 0.697 3.242 0.407
H 1.950 1.861 0.471
H -1.794 0.785 -1.034
H -1.961 1.439 0.410
H -1.451 2.710 -0.774
H -0.674 -2.401 1.333
H -3.099 -1.937 0.826
H -2.023 -3.405 -0.659
H 2.003 -2.569 -0.458
H 3.526 0.111 0.602
*
```

***

This record from the Open Molecules 2025 dataset describes a 2-piece molecular cluster, C4H10O3 overall in a non-equilibrium geometry. The level of theory is ωB97M-V/def2-TZVPD.

Computed properties:
Energy above the lowest of the compared OMol25 structures with the same formula, charge and spin   39.2 kcal per mole
Kohn-Sham gap   6.0689 eV
Energy   -383.969282 hartree
LUMO energy   6.734 eV

Structure (ORCA input):
```
! wB97M-V def2-TZVPD RIJCOSX def2/J DEFGRID3
* xyz -2 1
C 0.838 -2.359 -0.817
O 1.538 -2.870 -1.777
C 0.727 -0.740 -0.866
C -0.282 -0.102 -0.138
C -0.620 1.441 -0.436
O -1.312 2.190 0.469
H -0.223 -2.823 -0.707
H 1.400 -2.646 0.255
H 0.364 -0.478 -1.953
H 1.691 -0.235 -0.604
H -1.296 -0.657 -0.377
H -0.364 -0.207 0.997
H -0.992 1.360 -1.464
H 0.433 2.048 -0.447
H -1.053 1.985 3.289
H -0.627 2.030 1.809
O -0.223 2.064 2.768
*
```

***

This record from the Open Molecules 2025 dataset describes a 2-piece molecular cluster, C4H10O3 overall in a non-equilibrium geometry. The level of theory is ωB97M-V/def2-TZVPD.

Computed properties:
Energy above the lowest of the compared OMol25 structures with the same formula, charge and spin   99.9 kcal per mole
Kohn-Sham gap   9.6756 eV
SMILES   C=C(C)O.COO
Energy   -383.990469 hartree
LUMO energy   0.846 eV

Structure (ORCA input):
```
! wB97M-V def2-TZVPD RIJCOSX def2/J DEFGRID3
* xyz 0 1
C -2.869 -0.368 -0.346
C -1.698 -0.050 0.186
C -0.818 -0.988 0.946
O -1.157 1.204 0.091
H -3.270 -1.359 -0.257
H -3.463 0.348 -0.890
H -0.596 -0.569 1.926
H -1.300 -1.953 1.064
H 0.125 -1.118 0.417
H -1.752 1.774 -0.409
C 2.219 1.218 -0.471
O 2.983 0.153 0.031
O 2.381 -1.083 -0.364
H 1.194 1.192 -0.092
H 2.210 1.216 -1.565
H 2.733 2.104 -0.102
H 3.077 -1.721 -0.164
*
```

***

This record from the Open Molecules 2025 dataset describes a 2-piece molecular cluster, C4H10O3 overall in a non-equilibrium geometry. The level of theory is ωB97M-V/def2-TZVPD.

Computed properties:
Energy above the lowest of the compared OMol25 structures with the same formula, charge and spin   25.8 kcal per mole
Kohn-Sham gap   11.5303 eV
SMILES   CCCOC=O.O
Energy   -384.108549 hartree
LUMO energy   0.712 eV

Structure (ORCA input):
```
! wB97M-V def2-TZVPD RIJCOSX def2/J DEFGRID3
* xyz 0 1
C 0.000 0.000 0.000
C -0.207 -0.017 1.568
C -0.864 -1.273 1.963
O -2.157 -1.243 1.355
C -3.005 -2.230 1.735
O -2.834 -2.941 2.742
H 0.649 -0.877 -0.165
H 0.441 0.867 -0.521
H -0.991 -0.208 -0.439
H 0.766 0.021 2.095
H -0.800 0.859 1.892
H -0.371 -2.202 1.617
H -0.896 -1.301 3.069
H -3.824 -2.256 0.989
O -5.887 -3.179 -0.332
H -6.525 -3.688 0.218
H -5.700 -2.368 0.193
*
```

***

This record from the Open Molecules 2025 dataset describes a 2-piece molecular cluster, C4H10O3 overall in a non-equilibrium geometry. The level of theory is ωB97M-V/def2-TZVPD.

Computed properties:
Energy above the lowest of the compared OMol25 structures with the same formula, charge and spin   57.4 kcal per mole
Kohn-Sham gap   10.3974 eV
SMILES   O=CCCCO.O
Energy   -384.058186 hartree
LUMO energy   0.651 eV

Structure (ORCA input):
```
! wB97M-V def2-TZVPD RIJCOSX def2/J DEFGRID3
* xyz 0 1
O -3.145 0.167 -0.047
C -1.949 0.373 -0.334
C -0.902 1.281 0.328
C 0.248 1.536 -0.698
C 1.100 0.270 -1.010
O 1.722 0.428 -2.331
H -1.464 -0.434 -0.836
H -1.401 2.204 0.591
H -0.736 0.795 1.298
H 0.818 2.410 -0.275
H -0.161 1.834 -1.716
H 0.324 -0.500 -1.132
H 1.830 -0.200 -0.401
H 2.252 1.155 -2.233
O 0.754 -3.506 2.784
H -0.210 -3.443 2.923
H 0.922 -4.367 3.089
*
```

***

This record from the Open Molecules 2025 dataset describes a 2-piece molecular cluster, C4H10O3 overall in a non-equilibrium geometry. The level of theory is ωB97M-V/def2-TZVPD.

Computed properties:
Energy above the lowest of the compared OMol25 structures with the same formula, charge and spin   4.0 kcal per mole
Kohn-Sham gap   11.3375 eV
SMILES   CCCC(=O)O.O
Energy   -384.143182 hartree
LUMO energy   0.575 eV

Structure (ORCA input):
```
! wB97M-V def2-TZVPD RIJCOSX def2/J DEFGRID3
* xyz 0 1
C -1.792 0.805 2.122
C -0.562 0.010 1.713
C 0.276 0.796 0.683
C 1.151 -0.067 -0.154
O 1.819 -1.009 0.154
O 1.137 0.384 -1.455
H -2.453 0.964 1.274
H -1.517 1.757 2.580
H -2.403 0.250 2.843
H -0.867 -0.946 1.296
H 0.033 -0.211 2.591
H -0.393 1.394 0.065
H 0.840 1.555 1.220
H 1.928 0.026 -1.886
O -1.418 -0.785 -2.455
H -0.642 -0.970 -2.993
H -1.307 0.154 -2.265
*
```

***

This record from the Open Molecules 2025 dataset describes a 2-piece molecular cluster, C4H10O3 overall in a non-equilibrium geometry. The level of theory is ωB97M-V/def2-TZVPD.

Computed properties:
Energy above the lowest of the compared OMol25 structures with the same formula, charge and spin   40.5 kcal per mole
Kohn-Sham gap   10.6868 eV
SMILES   O=CCCCO.O
Energy   -384.085140 hartree
LUMO energy   0.599 eV

Structure (ORCA input):
```
! wB97M-V def2-TZVPD RIJCOSX def2/J DEFGRID3
* xyz 0 1
O -0.016 2.782 0.839
C -0.632 1.971 0.198
C -1.541 0.938 0.774
C -0.740 -0.319 1.274
C 0.527 -0.605 0.451
O 1.331 -1.651 0.943
H -0.512 2.023 -0.901
H -2.108 1.210 1.663
H -2.253 0.603 0.016
H -1.328 -1.220 1.418
H -0.378 -0.007 2.264
H 1.124 0.286 0.258
H 0.217 -0.948 -0.550
H 1.196 -1.807 1.855
O 1.996 -0.796 -3.575
H 1.105 -0.702 -3.241
H 2.012 -1.759 -3.685
*
```

***

This record from the Open Molecules 2025 dataset describes a 2-piece molecular cluster, C4H10O3 overall in a non-equilibrium geometry. The level of theory is ωB97M-V/def2-TZVPD.

Computed properties:
Energy above the lowest of the compared OMol25 structures with the same formula, charge and spin   68.0 kcal per mole
Kohn-Sham gap   10.3626 eV
SMILES   C=CC(O)O.CO
Energy   -384.041200 hartree
LUMO energy   0.813 eV

Structure (ORCA input):
```
! wB97M-V def2-TZVPD RIJCOSX def2/J DEFGRID3
* xyz 0 1
C 1.352 0.727 -0.053
C 0.287 1.064 0.719
C -0.052 0.229 1.937
O -0.809 -0.907 1.591
O 1.146 -0.148 2.585
H 1.697 1.371 -0.846
H 1.896 -0.189 0.110
H -0.061 2.089 0.737
H -0.685 0.798 2.631
H -0.477 -1.258 0.750
H 0.929 -0.827 3.235
C -0.931 -0.640 -2.599
O -0.371 -0.495 -1.314
H -0.288 -1.319 -3.163
H -1.927 -1.092 -2.551
H -0.985 0.310 -3.141
H -0.721 0.289 -0.628
*
```

***

> Which value of energy does entry 4 give?

-1105.230801 hartree